Entry 1:
129
Properties=species:S:1:pos:R:3:forces:R:3 method="wB97M-V/def2-TZVPD" homo_energy_ev=-8.31
Cd 3.08668 0.91929 1.99316 -1.7 -0.4 0.2
O 1.53579 -0.53443 1.67632 -0.6 0.3 -0.6
C 0.36343 0.19399 1.38169 0.1 1.2 0.8
C 0.58540 1.67380 0.85809 0.9 -0.7 -1.0
O 1.71521 2.38411 1.35831 -1.4 0.3 0.6
H -0.24702 0.32413 2.28600 0.0 -0.3 0.2
H -0.27803 -0.31574 0.65142 0.1 -0.1 -0.2
H -0.33558 2.25437 0.98839 -0.1 -0.1 0.1
H 0.73774 1.56071 -0.23007 -0.2 0.1 -0.2
C 0.01305 0.90293 -5.63762 0.1 0.2 0.5
C 0.99704 -0.23558 -5.84010 0.2 0.3 -0.1
C 1.01363 -1.17193 -4.63930 0.4 0.1 -0.3
O 1.48547 -0.45878 -3.51731 0.1 0.3 0.2
C 1.21117 -1.11835 -2.29462 -0.4 0.1 -0.5
N 0.67710 -0.96899 -7.06711 0.4 -0.2 -0.3
H 0.37076 1.51181 -4.80381 -0.1 0.1 -0.1
H -0.97946 0.53471 -5.36920 0.0 -0.1 -0.2
H -0.07635 1.56206 -6.50156 0.1 -0.1 -0.1
H 2.00547 0.19756 -5.90748 0.0 0.0 0.1
H 1.71859 -1.98615 -4.84314 -0.2 -0.3 0.0
H 0.01367 -1.58535 -4.47021 -0.1 0.0 0.1
H 1.52921 -0.49415 -1.46436 0.1 0.1 0.0
H 1.70469 -2.09132 -2.23219 0.0 -0.1 0.0
H 0.12307 -1.23204 -2.24104 0.0 -0.3 0.4
H 0.84269 -0.33233 -7.84394 -0.4 0.1 0.0
H 1.39167 -1.67674 -7.24118 -0.2 -0.1 0.3
C -4.18978 1.38325 5.44076 0.8 -0.5 -0.6
C -3.58717 0.19866 4.65241 -0.8 0.3 1.3
C -3.08255 0.55489 3.26489 0.2 0.2 0.0
O -4.19715 1.03202 2.54801 -0.3 0.2 0.1
C -4.01948 1.18500 1.17247 -0.3 0.3 -0.9
N -2.51889 -0.40052 5.45463 0.3 -0.4 -0.5
H -4.86059 1.92071 4.77468 0.0 0.3 0.3
H -3.35359 1.98808 5.79974 -0.2 0.4 -0.1
H -4.71799 1.01375 6.31867 -0.2 0.0 -0.1
H -4.43743 -0.48575 4.53377 0.2 -0.2 -0.3
H -2.61192 -0.32497 2.80373 -0.2 -0.1 -0.1
H -2.29684 1.32384 3.25831 0.0 0.1 0.3
H -4.78052 1.84965 0.75166 -0.3 -0.1 0.5
H -4.15297 0.23797 0.64454 0.4 -0.1 0.0
H -3.09979 1.69396 0.86099 0.4 -0.4 0.4
H -2.71260 -0.44959 6.44707 -0.3 0.3 0.0
H -2.41830 -1.37420 5.17924 0.4 -0.1 -0.1
C -3.97870 -2.19234 -3.86135 -1.1 0.1 -0.4
C -2.87432 -2.08184 -2.84720 1.1 -0.3 0.1
C -3.17641 -1.11952 -1.70232 -0.5 0.4 0.0
O -3.21202 0.23839 -2.09829 -0.4 0.1 -0.2
C -1.95093 0.80217 -2.34598 0.5 -0.4 -0.2
N -2.57311 -3.38670 -2.24083 0.3 -0.3 -0.3
H -4.30640 -1.20106 -4.18657 0.1 0.0 0.1
H -4.86272 -2.71391 -3.48187 0.1 0.1 0.3
H -3.72922 -2.71970 -4.78555 0.5 -0.1 0.2
H -1.99008 -1.73497 -3.40692 -0.1 0.3 0.2
H -2.50492 -1.19992 -0.83643 0.3 -0.4 -0.2
H -4.17397 -1.35587 -1.32131 0.0 0.1 0.0
H -1.34778 0.18875 -3.02478 -0.1 0.0 -0.1
H -1.35685 0.89893 -1.42916 -0.1 0.2 0.1
H -2.07261 1.76371 -2.83833 -0.2 0.1 0.2
H -2.15621 -3.97019 -2.96471 -0.3 -0.1 0.1
H -1.82506 -3.29643 -1.55745 -0.2 0.2 0.1
C -1.62233 -3.28746 1.70567 0.6 -1.0 -1.8
C -2.50657 -3.30248 2.92974 0.8 -0.2 0.4
C -3.52313 -4.43582 2.84665 -0.3 0.3 -0.4
O -2.87541 -5.68938 2.79800 0.0 0.2 0.2
C -3.74444 -6.77284 3.02024 0.3 -0.3 0.6
N -1.67989 -3.45221 4.13938 -0.2 0.3 0.1
H -1.26259 -4.30798 1.50597 -0.1 0.0 0.3
H -0.67965 -2.73880 1.71874 -0.3 0.5 0.6
H -2.12072 -3.05059 0.75270 -0.3 0.3 0.3
H -3.07899 -2.37258 2.98394 0.0 0.0 0.2
H -4.12829 -4.29153 1.94039 0.0 0.0 -0.1
H -4.22708 -4.40143 3.68460 0.2 0.0 0.2
H -3.14445 -7.55863 3.48401 0.0 -0.1 -0.3
H -4.20728 -7.14767 2.10466 0.0 0.1 -0.1
H -4.51421 -6.53602 3.76288 -0.1 0.2 -0.2
H -1.21009 -4.35127 4.08180 -0.2 -0.1 0.1
H -0.90849 -2.76491 4.14501 -0.4 -0.3 -0.1
C 0.10746 4.70072 -2.15655 -0.7 0.4 -0.6
C 1.25295 3.85996 -2.70419 -0.1 -0.4 1.1
C 1.93031 4.46558 -3.92510 -0.2 0.0 0.4
O 0.97747 4.52528 -4.95429 -0.4 -0.3 -0.2
C 1.49370 4.86330 -6.21414 -0.4 0.3 -0.1
N 2.25132 3.60917 -1.62360 0.0 0.4 -1.3
H 0.41874 5.67006 -1.75742 0.3 -0.1 0.0
H -0.44305 4.18844 -1.36504 0.2 -0.2 0.0
H -0.62350 4.92354 -2.94166 0.1 -0.1 0.0
H 0.83812 2.88887 -2.98661 0.1 0.0 -0.2
H 2.78264 3.83262 -4.19671 0.0 0.0 -0.1
H 2.28645 5.48103 -3.69981 0.2 0.0 0.1
H 1.72253 5.93508 -6.26003 0.5 -0.1 0.0
H 0.70916 4.71304 -6.95736 -0.1 -0.2 0.1
H 2.34614 4.23094 -6.47861 0.2 0.2 0.0
H 2.52732 4.55801 -1.38073 0.3 -0.3 0.7
H 1.76847 3.21128 -0.82521 0.1 0.2 0.2
C 5.29395 -0.99191 -1.25815 -0.7 -1.0 0.9
C 4.45296 -0.68092 -0.00284 0.9 0.7 -0.1
C 5.27458 -0.99487 1.26754 -0.3 0.4 -0.4
O 4.57544 -0.65069 2.47992 0.7 -1.0 -0.5
C 5.27878 -1.07279 3.64244 0.0 0.1 0.1
N 4.11951 0.77493 0.02328 0.9 -0.4 -1.0
H 5.36463 -2.08389 -1.27514 0.2 0.1 -0.5
H 6.30164 -0.57915 -1.23877 0.0 0.2 0.1
H 4.74567 -0.63886 -2.12899 0.1 -0.1 -0.1
H 3.54460 -1.28188 0.01120 -0.1 0.2 -0.1
H 6.17699 -0.36965 1.23824 0.2 -0.2 0.0
H 5.54498 -2.05181 1.26072 0.0 0.0 0.2
H 4.84913 -0.54112 4.48862 0.0 0.0 0.0
H 6.33980 -0.82944 3.53622 0.0 0.1 0.1
H 5.17763 -2.14431 3.81867 -0.1 0.0 -0.2
H 5.01301 1.26184 -0.06293 -0.1 0.1 0.4
H 3.66548 1.07723 -0.84034 -0.5 -0.2 0.2
O 4.77329 2.22716 2.49353 0.9 1.5 0.5
H 5.54858 2.29944 3.06666 -0.2 -0.2 0.0
H 4.41336 3.13116 2.44350 0.1 -0.2 -0.1
O 1.88554 5.24822 1.34555 0.0 -0.2 -0.1
H 1.00955 5.57419 1.57133 0.1 0.0 -0.1
H 1.77677 4.27945 1.23352 0.0 0.0 0.2
O 0.06834 0.95086 5.00167 -0.2 0.0 0.1
H 0.06223 1.85316 4.64578 0.0 -0.1 0.2
H -0.87367 0.72570 5.15396 0.3 -0.3 0.0
O 0.13493 3.38708 3.72103 0.1 -0.1 -0.5
H 0.53934 2.96792 2.93237 0.3 0.2 0.1
H -0.18918 4.23685 3.41018 0.0 0.0 0.1
O 0.66325 -1.76063 4.08147 0.2 0.2 0.0
H 0.85207 -1.46604 3.16675 0.3 0.0 0.2
H 0.65474 -0.93165 4.59016 -0.1 0.0 -0.2
O 1.60655 -2.99856 0.40926 0.1 0.3 -0.3
H 1.56595 -2.04483 0.66264 -0.1 -0.2 0.4
H 0.80071 -3.16136 -0.09200 0.1 -0.1 0.1



Entry 2:
50
Properties=species:S:1:pos:R:3:forces:R:3 method="wB97M-V/def2-TZVPD" charge=-2 multiplicity=5 homo_energy_ev="-1.35 / -2.12"
Cr 0.72774 0.05811 0.61832 0.1 -0.1 -0.2
S 2.91918 0.27406 -0.42956 0.0 0.1 -0.1
C 2.89652 1.85742 -1.16029 0.0 -0.2 0.1
C 4.07472 2.33894 -1.73210 0.1 0.1 -0.1
C 4.15986 3.58776 -2.33744 -0.7 -0.2 0.3
C 5.38523 4.02085 -2.89418 0.6 0.3 -0.3
N 6.38894 4.37254 -3.33969 0.0 0.0 0.0
C 3.00680 4.40180 -2.38276 0.0 -0.8 0.4
C 1.82728 3.92556 -1.81770 0.2 0.2 -0.1
C 1.73492 2.67523 -1.20630 -0.2 -0.1 0.1
S 0.19937 2.18167 -0.55303 0.1 0.0 0.1
C 3.03370 5.67884 -2.98693 0.1 0.7 -0.3
N 3.05587 6.72192 -3.47846 0.0 -0.1 0.0
H 4.95392 1.70880 -1.69772 0.0 0.0 0.0
H 0.94029 4.54442 -1.84859 0.0 0.0 0.0
Cl -2.29761 -0.80111 -0.15719 -0.1 0.1 -0.1
C -1.26833 -2.19335 0.04854 0.3 0.1 0.0
C 0.08940 -1.96386 0.27309 -0.1 -0.2 0.0
C 0.85267 -3.12148 0.41677 0.0 0.4 0.0
Cl 2.55254 -2.92736 0.74454 0.1 -0.1 0.0
C 0.33505 -4.40642 0.34562 -0.3 -0.1 0.0
Cl 1.34258 -5.79885 0.53077 0.1 -0.1 0.0
C -1.03237 -4.57723 0.12983 0.1 0.2 0.0
Cl -1.71306 -6.16329 0.04436 0.0 -0.1 0.0
C -1.84484 -3.45296 -0.01645 0.1 -0.3 0.0
Cl -3.54244 -3.66218 -0.26335 -0.1 0.0 0.0
N 0.16608 0.04535 2.47381 -0.1 0.3 0.5
C -0.06593 -0.01225 3.70550 0.0 -0.1 -0.7
C -1.08200 -0.97341 4.25235 -0.2 -0.2 0.1
C -0.95225 -1.59826 5.49197 0.0 0.1 -0.1
C -1.85915 -2.56816 5.89459 -0.1 -0.1 0.0
C -2.91680 -2.92399 5.07068 0.0 0.0 0.0
C -3.05686 -2.30628 3.83194 0.0 0.0 0.0
C -2.14700 -1.34654 3.42802 0.1 0.1 0.0
C 0.68862 0.84726 4.67875 0.2 0.1 0.1
C 1.99334 1.22591 4.35382 -0.1 0.0 0.0
C 2.71627 2.06140 5.18591 0.0 0.0 0.0
C 2.14344 2.55024 6.35510 0.0 0.0 0.0
C 0.84231 2.19464 6.67970 0.0 0.1 0.1
C 0.12274 1.34522 5.85177 0.0 -0.1 -0.1
H -0.12221 -1.33989 6.13767 0.0 0.0 0.0
H -1.73124 -3.05644 6.85447 0.0 0.0 0.0
H -3.62117 -3.68554 5.38442 0.0 0.0 0.0
H -3.87059 -2.58549 3.17304 0.0 0.0 0.0
H -2.22213 -0.87749 2.45426 0.0 0.0 0.1
H 2.41338 0.86209 3.42290 0.0 0.0 0.0
H 3.72811 2.34116 4.91788 0.0 0.0 0.0
H 2.70630 3.21184 7.00319 0.0 0.0 0.0
H 0.38151 2.58455 7.58069 0.0 0.0 0.0
H -0.89450 1.07676 6.10967 0.0 0.0 0.0



Entry 3:
68
Properties=species:S:1:pos:R:3:forces:R:3 method="wB97M-V/def2-TZVPD" multiplicity=2 homo_energy_ev="-9.19 / -9.22"
Cr 1.26970 0.81768 -0.22796 1.3 0.7 0.0
F -0.85806 4.48827 3.08145 -0.1 -0.1 0.0
C -1.25845 3.25508 3.44288 -0.1 0.2 0.2
F -1.60296 3.31551 4.74689 0.1 0.0 -0.2
F -2.37901 2.98582 2.75601 0.1 0.0 0.1
C -0.15863 2.25328 3.22355 0.0 0.0 0.0
C 0.60791 1.81616 4.28635 0.0 0.0 -0.2
C 1.70389 0.98953 4.05409 0.0 0.0 0.0
C 1.98540 0.61247 2.76102 0.2 -0.1 0.1
N 1.20801 0.97919 1.74060 0.1 0.3 0.6
C 0.16151 1.80819 1.93397 0.1 -0.2 0.2
S -0.60853 2.15557 0.44269 0.1 -0.5 -0.6
H 0.35945 2.13707 5.28838 0.0 0.0 0.0
H 2.32325 0.64866 4.86993 0.0 0.0 0.0
H 2.84314 0.00447 2.50955 0.0 0.0 0.0
F 0.47065 -7.02144 -0.24938 0.0 -0.1 0.0
C 0.30693 -5.71206 -0.13779 -0.1 0.1 0.0
C -0.89065 -5.12290 -0.48872 0.1 0.0 0.0
F -1.89618 -5.86349 -0.93801 0.0 -0.1 0.0
C -1.04445 -3.75297 -0.36152 0.1 0.1 0.0
F -2.25995 -3.27711 -0.62303 -0.1 -0.1 -0.1
C -0.01955 -2.91154 0.06690 0.3 0.0 -0.2
P -0.29755 -1.06629 -0.01760 -0.8 -0.8 -0.2
C -1.37542 -0.99615 1.47072 0.1 0.4 0.0
C -2.50724 -0.18798 1.58048 0.1 0.0 0.1
C -3.20329 -0.11142 2.77810 0.0 0.1 0.0
C -2.76235 -0.80680 3.89237 0.0 0.0 0.0
C -1.62633 -1.59654 3.80070 0.0 0.0 0.0
C -0.94379 -1.69631 2.59957 0.0 0.0 -0.1
C -1.32829 -0.92113 -1.53038 0.0 0.1 0.0
C -2.71866 -0.80383 -1.53651 0.1 0.0 -0.1
C -3.40092 -0.67208 -2.73426 -0.1 0.0 0.1
C -2.71664 -0.65032 -3.93981 0.0 0.0 0.0
C -1.33776 -0.77956 -3.94402 0.0 0.0 0.0
C -0.64759 -0.91872 -2.74907 0.0 -0.1 0.1
C 1.14133 -3.55118 0.51778 -0.2 -0.1 0.0
Br 2.41126 -2.67153 1.58466 0.3 0.2 -0.3
C 1.30851 -4.92061 0.39236 0.1 0.2 0.0
F 2.42985 -5.50356 0.80967 0.0 -0.1 0.0
H -2.83658 0.40556 0.74394 0.0 0.1 0.1
H -4.07723 0.52248 2.84165 0.0 0.0 0.0
H -3.30343 -0.73416 4.82692 0.0 0.0 0.0
H -1.27074 -2.14316 4.66473 0.0 0.0 0.0
H -0.06641 -2.32914 2.54350 -0.1 0.1 0.1
H -3.28275 -0.86199 -0.61881 0.0 -0.1 -0.1
H -4.48067 -0.59646 -2.71681 0.0 0.0 0.0
H -3.26282 -0.54329 -4.86806 0.0 0.0 0.0
H -0.78205 -0.77524 -4.87241 0.0 0.0 0.0
H 0.42039 -1.05461 -2.77041 0.1 0.0 0.1
F 2.45906 2.74536 -5.43294 0.0 -0.1 0.1
C 1.65918 1.99504 -4.68644 -0.1 0.1 0.1
F 0.49318 2.61732 -4.53168 0.1 0.0 0.0
F 1.44835 0.83167 -5.29980 0.0 0.1 0.1
S 2.45125 1.66010 -3.04141 -0.1 0.2 -0.7
O 1.31491 1.17605 -2.24826 -0.4 -0.3 0.1
O 3.49792 0.74548 -3.33481 0.1 0.1 0.0
N 2.93042 3.08844 -2.61601 0.1 0.0 0.2
S 2.58928 3.71797 -1.21858 -0.3 0.2 -0.2
O 2.24573 2.71137 -0.21506 -0.1 -0.2 0.1
O 3.51777 4.70740 -0.81114 0.2 0.1 -0.1
C 1.00431 4.64672 -1.57532 0.1 -0.3 -0.1
F 0.54098 5.26550 -0.50133 0.1 0.0 0.1
F 0.08491 3.78235 -2.01129 0.0 0.1 0.0
F 1.22543 5.54079 -2.52999 0.1 0.0 0.0
O 2.25991 -1.60955 -1.72626 0.4 0.2 0.5
C 3.19919 -0.99192 -1.22799 -0.3 -0.8 -0.9
O 3.10753 0.02007 -0.43478 -1.4 0.5 0.7
H 4.22445 -1.29161 -1.48379 0.1 0.1 0.2